Entry P
{"formula": "C5H9N2O", "method": "ωB97M-V/def2-TZVPD", "species": ["C", "C", "C", "C", "C", "N", "N", "O", "H", "H", "H", "H", "H", "H", "H", "H", "H"], "positions_angstrom": [[1.1702, 0.3330, 0.0964], [0.4233, 0.9117, -1.0091], [-0.8189, -1.0391, 0.1528], [0.3952, -1.7844, -0.3321], [-0.8540, 0.4929, -0.4768], [1.4888, -1.0695, -0.2266], [-1.1102, 1.2789, 0.6908], [1.1894, 0.6201, 1.2792], [0.4808, 2.0183, -1.0585], [0.5464, 0.4707, -2.0284], [-1.6340, -1.6255, -0.1129], [-0.7476, -0.8680, 1.2644], [0.3094, -2.8012, -0.7413], [2.4204, -1.2656, -0.5125], [-1.7719, 0.8069, 1.3518], [-1.4530, 2.1333, 0.4414], [-0.0342, 1.3872, 1.2216]], "nbo_charge": [0.589, -0.557, -0.541, 0.289, -0.022, -0.477, -0.739, -0.581, 0.269, 0.268, 0.252, 0.261, 0.249, 0.453, 0.432, 0.423, 0.432], "gap_ha": 0.258, "charge": 1, "spin_multiplicity": 1}

Entry Q
{"formula": "C5H9N2O", "method": "ωB97M-V/def2-TZVPD", "species": ["N", "C", "C", "C", "C", "N", "C", "O", "H", "H", "H", "H", "H", "H", "H", "H", "H"], "positions_angstrom": [[1.6429, 0.1139, 1.4048], [0.5417, 0.2974, 0.3099], [-0.4981, 1.3664, 0.4639], [-0.8802, -0.0908, 0.5039], [-1.5848, -0.9152, -0.8877], [-0.6680, -0.9342, -1.9107], [0.5375, -0.5640, -1.8430], [1.2341, 0.0237, -0.8465], [1.4050, 0.7835, 2.1480], [2.5211, 0.5863, 1.0553], [1.5628, -0.9129, 1.5329], [-0.8726, 1.9515, -0.3561], [-0.4292, 1.8783, 1.4174], [-1.3027, -0.5390, 1.4917], [-1.8134, -1.8938, -0.6082], [-2.5467, -0.4448, -1.1443], [1.1504, -0.7061, -2.7312]], "nbo_charge": [-0.715, 0.366, -0.446, -0.302, -0.174, -0.442, 0.392, -0.489, 0.452, 0.469, 0.478, 0.266, 0.229, 0.257, 0.225, 0.231, 0.203], "gap_ha": 0.356, "smiles": "[NH3+][C@]12C[C@H]1CN=CO2", "charge": 1, "spin_multiplicity": 1}

Relative energy table, unit kJ/mol: entry P 111.3; entry Q 0.0

Entry P
{"formula": "C5H9N2O", "method": "ωB97M-V/def2-TZVPD", "species": ["C", "C", "C", "C", "C", "N", "N", "O", "H", "H", "H", "H", "H", "H", "H", "H", "H"], "positions_angstrom": [[1.1129, -1.2020, 0.4206], [1.0318, 1.0347, 1.2566], [-0.2013, 0.5842, 0.6318], [-0.3423, 1.4499, -0.6204], [-1.1430, -1.5156, -0.1257], [-0.0354, -0.7814, 0.2238], [1.7631, -0.0017, 1.0885], [0.7238, 1.8055, -1.2245], [1.6376, -2.1242, 0.4561], [-1.1976, 1.0569, 0.9972], [-1.1351, 2.2719, -0.1510], [-1.0007, 0.9541, -1.5092], [0.5353, 1.4689, -2.2944], [-1.0827, -2.3678, -0.8567], [-1.6569, -1.8454, 0.8779], [-1.7256, -0.6951, -0.6634], [2.7163, -0.0931, 1.4928]], "nbo_charge": [0.356, 0.212, -0.298, 0.007, -0.449, -0.248, -0.562, -0.671, 0.266, 0.337, 0.171, 0.169, 0.506, 0.268, 0.261, 0.236, 0.441], "gap_ha": 0.313, "charge": 1, "spin_multiplicity": 1}

Entry Q
{"formula": "C5H9N2O", "method": "ωB97M-V/def2-TZVPD", "species": ["C", "C", "C", "N", "N", "C", "C", "O", "H", "H", "H", "H", "H", "H", "H", "H", "H"], "positions_angstrom": [[-3.0941, -0.9961, -0.0223], [-2.1559, -0.2342, -0.1724], [-0.9908, 0.5799, -0.4259], [-0.7368, 1.6258, 0.4642], [0.1447, -0.4075, -0.5251], [1.2912, -0.1145, 0.0476], [2.4384, -1.1113, 0.0336], [1.5676, 1.0424, 0.6003], [-4.0322, -1.3968, 0.3088], [-1.1733, 1.1324, -1.4870], [-1.0032, 1.3199, 1.3867], [-1.0278, 2.5143, 0.1082], [-0.0834, -1.2921, -1.0571], [2.5165, -1.7031, 0.9247], [2.3184, -1.8686, -0.7282], [3.3634, -0.6316, -0.0316], [0.6572, 1.5410, 0.5755]], "nbo_charge": [-0.082, -0.143, 0.050, -0.810, -0.552, 0.722, -0.695, -0.589, 0.268, 0.245, 0.418, 0.438, 0.471, 0.275, 0.242, 0.269, 0.475], "gap_ha": 0.417, "smiles": "C#C[C@@H](N)/[NH+]=C(/C)O", "charge": 1, "spin_multiplicity": 1}

Entry R
{"formula": "C5H9N2O", "method": "ωB97M-V/def2-TZVPD", "species": ["C", "C", "C", "C", "N", "C", "N", "O", "H", "H", "H", "H", "H", "H", "H", "H", "H"], "positions_angstrom": [[-0.7576, 1.4534, -0.1301], [0.3222, 0.9361, 0.4767], [0.6838, 1.2537, 1.8948], [1.2374, 0.0718, -0.2288], [0.9784, -0.5455, -1.3128], [-0.0453, -1.0862, -1.8728], [-0.9197, -1.8055, -1.1873], [-0.9414, -1.6785, 0.1868], [-0.9545, 1.2964, -1.1782], [-1.4461, 2.0892, 0.3984], [1.2730, 0.4600, 2.3455], [-0.2172, 1.4049, 2.4816], [1.2699, 2.1719, 1.9295], [2.2417, -0.0445, 0.1663], [-0.1216, -1.0989, -2.9532], [-1.6803, -2.3184, -1.6186], [-0.9227, -2.5599, 0.6020]], "nbo_charge": [-0.230, -0.118, -0.642, 0.275, -0.404, 0.329, -0.238, -0.514, 0.196, 0.227, 0.225, 0.245, 0.247, 0.226, 0.248, 0.423, 0.506], "gap_ha": 0.334, "smiles": "C=C(C)/C=N\\C=[NH+]/O", "charge": 1, "spin_multiplicity": 1}

Entry S
{"formula": "C5H9N2O", "method": "ωB97M-V/def2-TZVPD", "species": ["C", "C", "C", "C", "C", "N", "N", "O", "H", "H", "H", "H", "H", "H", "H", "H", "H"], "positions_angstrom": [[0.0376, -1.4047, 0.9508], [-0.9840, 0.1966, -0.7605], [2.0225, -0.0052, 0.9514], [-1.4098, 1.4804, -0.1240], [-0.9345, 0.0374, -2.2350], [-0.5900, -0.6930, 0.0568], [1.3195, -1.1764, 1.3337], [3.0472, 0.1655, 1.5791], [-0.4695, -2.0594, 1.6116], [-1.9132, 2.1443, -0.9561], [-0.5557, 2.0166, 0.2023], [-2.0312, 1.4163, 0.6505], [-1.8141, -0.2952, -2.6827], [-0.1415, -0.7399, -2.5020], [-0.7169, 1.1104, -2.4790], [1.6782, -1.7163, 2.1306], [3.4554, -0.4775, 2.2725]], "nbo_charge": [0.384, 0.505, 0.384, -0.670, -0.675, -0.355, -0.648, -0.598, 0.234, 0.240, 0.272, 0.249, 0.275, 0.260, 0.261, 0.398, 0.485], "gap_ha": 0.345, "charge": 1, "spin_multiplicity": 1}

Relative energy table, unit kJ/mol: entry P 381.0; entry Q 0.0; entry R 69.9; entry S 106.7

Entry P
{"formula": "C2H8N3", "method": "ωB97M-V/def2-TZVPD", "species": ["C", "C", "N", "N", "N", "H", "H", "H", "H", "H", "H", "H", "H"], "positions_angstrom": [[0.2892, 0.8086, -1.5387], [-0.7544, 0.7633, 1.8516], [0.1230, -1.9328, 0.8682], [0.3935, -0.5020, -1.0340], [0.1284, -0.9334, 0.1444], [1.1506, 0.9507, -2.1626], [-0.5822, 0.9775, -2.1458], [0.2251, 1.5974, -0.7695], [-0.5336, 1.7281, 1.4577], [-0.0392, -0.0498, 2.2263], [-1.8099, 0.5430, 2.1282], [0.4397, -2.8165, 0.6407], [0.9698, -1.1339, -1.6664]], "nbo_charge": [-0.422, -0.144, -0.362, -0.345, 0.156, 0.239, 0.232, 0.222, 0.197, 0.241, 0.214, 0.369, 0.402], "gap_ha": [0.254, 0.318], "charge": 1, "spin_multiplicity": 1}

Entry Q
{"formula": "C2H8N3", "method": "ωB97M-V/def2-TZVPD", "species": ["H", "N", "N", "N", "C", "C", "H", "H", "H", "H", "H", "H", "H"], "positions_angstrom": [[2.2250, -0.6229, 2.0635], [1.5842, 0.0424, 1.6140], [0.6412, -0.2395, 0.8722], [0.3019, -1.4629, 0.5188], [-0.2153, 0.8950, 0.2450], [-0.6315, 0.6241, -1.1863], [-0.4344, -1.4007, -0.1800], [0.7288, -2.3451, 0.7747], [-1.2011, 1.0518, 0.7794], [0.3843, 1.7249, 0.2493], [0.1247, 0.4067, -1.8915], [-1.2767, -0.3652, -1.1832], [-1.2577, 1.5035, -1.5679]], "nbo_charge": [0.395, -0.281, 0.222, -0.563, -0.235, -0.625, 0.413, 0.445, 0.265, 0.250, 0.240, 0.189, 0.285], "gap_ha": 0.407, "smiles": "[H]/N=[N+](\\N)CC", "charge": 1, "spin_multiplicity": 1}

Relative energy table, unit kJ/mol: entry P 314.1; entry Q 0.0

Entry P
{"formula": "C4H15NOSi2", "method": "ωB97M-V/def2-TZVPD", "species": ["C", "C", "C", "C", "N", "O", "Si", "Si", "H", "H", "H", "H", "H", "H", "H", "H", "H", "H", "H", "H", "H", "H", "H"], "positions_angstrom": [[-3.4229, -1.2217, 0.0774], [-2.3577, 1.6320, 0.5537], [1.4122, 1.3445, -0.9870], [2.9641, -0.1206, 1.5379], [2.1646, -1.6207, -0.9844], [-0.6445, -0.7430, 0.5446], [-1.8986, -0.0974, -0.1208], [1.9986, -0.1883, -0.0791], [-4.3497, -0.7179, -0.1832], [-3.3236, -2.0951, -0.5613], [-3.5116, -1.5758, 1.1007], [-1.4904, 2.2901, 0.5661], [-3.1186, 2.1153, -0.0555], [-2.7344, 1.5788, 1.5700], [2.1985, 2.0737, -1.1639], [0.9698, 1.0757, -1.9446], [0.6246, 1.8075, -0.3989], [2.5884, -0.8667, 2.2362], [4.0238, -0.3120, 1.3803], [2.8676, 0.8522, 2.0129], [2.5439, -2.4546, -0.5583], [1.3877, -1.8633, -1.5897], [-1.7278, 0.1191, -1.5917]], "nbo_charge": [-1.119, -1.124, -1.167, -1.170, -1.298, -1.323, 1.708, 2.028, 0.220, 0.223, 0.227, 0.206, 0.223, 0.225, 0.253, 0.274, 0.283, 0.279, 0.261, 0.265, 0.413, 0.430, -0.316], "gap_ha": 0.309, "charge": 0, "spin_multiplicity": 1}

Entry Q
{"formula": "C4H15NOSi2", "method": "ωB97M-V/def2-TZVPD", "species": ["C", "N", "Si", "O", "Si", "C", "C", "C", "H", "H", "H", "H", "H", "H", "H", "H", "H", "H", "H", "H", "H", "H", "H"], "positions_angstrom": [[-2.9938, -1.3264, -0.0947], [-2.9905, 0.1097, -0.4355], [-1.8763, 1.2127, 0.3866], [-0.3815, 0.4464, -0.0302], [1.2467, 0.2096, -0.1199], [1.8790, 1.4747, 1.1713], [1.6921, -1.6146, 0.5099], [1.8645, 0.3277, -1.8809], [-3.1488, -2.0667, -0.8007], [-1.9954, -1.6730, 0.3562], [-3.4998, -1.6199, 0.7965], [-3.9600, 0.5360, -0.7602], [-1.6565, 1.0275, 1.9005], [-1.8981, 2.5247, -0.2139], [2.9802, 1.4303, 0.9232], [1.5108, 2.5084, 0.8396], [1.8275, 1.3081, 2.2411], [2.0284, -1.3483, 1.5718], [0.7358, -2.1758, 0.7324], [2.5402, -2.1090, -0.0419], [1.2293, 0.7698, -2.6925], [2.8426, 0.8673, -2.0089], [2.0236, -0.8194, -2.3499]], "nbo_charge": [-0.421, -1.075, 1.591, -1.300, 1.920, -1.134, -1.123, -1.182, 0.200, 0.204, 0.181, 0.398, -0.208, -0.205, 0.220, 0.233, 0.247, 0.225, 0.244, 0.239, 0.256, 0.245, 0.245], "gap_ha": 0.374, "smiles": "CN[SiH2]O[Si](C)(C)C", "charge": 0, "spin_multiplicity": 1}

Relative energy table, unit kJ/mol: entry P 29.3; entry Q 0.0